{
  "formula": "C53H48N2O7P2RhS2Si",
  "method": "wB97M-V/def2-TZVPD",
  "e_tot_ha": -4563.761470,
  "homo_ev": -2.81,
  "total_charge": -1,
  "orbital_gap_ev": 4.61,
  "mol_weight_g_mol": 1082.0,
  "symbols": ["H", "H", "C", "C", "S", "H", "H", "C", "H", "C", "H", "C", "C", "S", "H", "C", "C", "H", "C", "C", "C", "O", "H", "C", "C", "H", "H", "H", "H", "H", "P", "H", "Si", "H", "C", "C", "C", "H", "O", "H", "C", "C", "H", "C", "H", "C", "O", "N", "C", "H", "H", "C", "H", "C", "H", "H", "H", "P", "C", "O", "H", "H", "H", "H", "C", "H", "C", "H", "C", "H", "C", "H", "O", "O", "C", "C", "C", "C", "H", "H", "H", "C", "H", "C", "H", "C", "C", "H", "H", "C", "H", "C", "C", "C", "H", "C", "C", "C", "H", "C", "C", "C", "H", "C", "C", "C", "H", "H", "C", "Rh", "N", "C", "H", "C", "O", "C"],
  "positions_angstrom": [[-5.17690, -1.89800, -0.93300], [3.16800, 2.69980, -2.93550], [0.41430, 2.23730, 3.29520], [-3.35640, 1.94590, -2.21410], [3.12590, -1.84750, -1.88430], [-2.75590, 2.00210, 2.52680], [6.49550, 0.62010, -4.69130], [1.08500, -1.54080, 3.66340], [0.19420, -1.64180, 4.27030], [-2.97610, -3.74870, -3.14860], [-4.04970, -0.63590, -4.97900], [-0.53440, -4.71880, 2.55600], [-0.72030, 2.64480, -0.99260], [2.51810, 1.07720, 1.22600], [-4.44200, 0.92540, 3.95560], [-1.29170, 5.08210, 0.27090], [3.41590, -1.54100, 2.10440], [-0.99470, 4.01560, 2.07690], [-2.39220, -5.71320, 0.75310], [0.96710, 0.04670, -4.02720], [1.23770, 1.10180, -6.17300], [1.13610, 0.41870, 1.17080], [-5.28780, 0.53290, 0.70980], [-1.41320, -1.99390, -1.59450], [4.06760, -0.57460, -2.69770], [1.03680, 3.10180, 3.09250], [-0.99050, 2.78760, -4.28810], [-4.67310, -2.78120, -2.32230], [-1.83960, -0.51140, -3.94160], [-5.34540, 2.65570, -2.57290], [-0.43010, -2.17430, 1.38960], [-5.87820, -2.38350, 1.28920], [-0.15800, 1.37940, 1.67490], [-2.44100, -2.83100, 3.43350], [5.20000, -0.58760, -3.46810], [-1.94200, -6.51700, 1.79920], [2.18120, -0.91610, 4.14550], [-3.41480, 0.01600, -1.02840], [2.53370, -2.74190, -2.86660], [1.67490, 1.12660, -7.16260], [-0.23840, 2.05050, -4.53030], [-2.61820, 0.15670, -3.61010], [-5.60960, 0.44910, -1.02980], [1.08330, -2.10400, 2.36310], [-1.41570, 5.89700, -1.71460], [-1.23330, 5.01840, -1.11090], [3.49170, 0.47650, 0.38780], [1.93980, -0.86760, -1.29270], [1.54330, 0.08600, -5.28820], [2.23220, -0.69880, -5.56570], [-2.26920, -3.82100, -0.20980], [2.18900, 0.39920, -1.65960], [-4.20760, -2.92740, 1.00420], [-0.98500, 3.95120, 1.00140], [4.33930, -1.59830, 1.55080], [5.76190, -1.50100, -3.61010], [0.25340, -3.00500, -2.50740], [-0.56170, 1.03230, -1.88420], [-1.01020, -3.88730, 1.52780], [2.36980, 2.49150, 1.18400], [-0.62440, -6.63540, 3.48500], [-2.79800, -0.91160, 0.33160], [-4.50540, -1.43420, 1.89260], [-6.69380, -0.37510, 0.11390], [-1.56550, 0.25550, 2.22070], [-0.42870, 2.53760, 3.91040], [-3.86360, 0.09710, -4.20590], [-1.54420, 6.00690, 0.77170], [-2.49300, -1.76190, 3.26680], [2.38630, -2.79900, 0.77790], [-0.99910, -6.00900, 2.68600], [-3.17880, 2.65490, -1.41990], [3.88280, -2.55230, -0.87790], [1.39910, 1.36350, -1.35940], [0.10390, 1.06650, -3.60640], [-3.58290, -2.82030, -2.31950], [-2.33200, 1.08840, -2.60500], [-1.53650, -1.18240, 2.43920], [-3.09840, -6.11040, 0.03510], [-0.93660, 3.77200, -2.79190], [-1.10400, -4.53680, -3.82310], [-4.85840, 0.98880, -3.83690], [1.01620, 1.54410, 3.87560], [-1.93720, -4.42140, 0.62090], [-5.83030, 0.97260, -4.31650], [3.29650, -0.56350, 3.22010], [3.33720, 0.60600, -2.47940], [1.13060, -0.82360, -3.41320], [5.17660, 2.67560, -4.41370], [-4.59350, 1.92510, -2.84380], [0.01850, 2.84520, -6.49270], [3.75060, 1.80340, -3.08840], [-4.86230, -2.06160, 1.07410], [2.32140, -2.20730, 1.67980], [-4.17420, -1.47900, 4.57890], [0.31580, 2.07160, -5.79550], [-1.59260, -3.81000, -3.19260], [-3.61540, 0.35480, 3.54950], [0.21490, -4.33460, 3.23380], [-0.66060, 2.72720, 0.41180], [-2.81920, -1.96340, -1.53030], [-3.49630, -1.02470, 3.86770], [-2.31190, -7.52610, 1.90860], [5.60840, 0.60340, -4.07150], [-0.82530, -2.93540, -2.44050], [-3.42800, -0.97180, -0.56580], [2.21210, -0.52710, 5.15220], [4.24780, -0.42140, 3.74560], [4.86370, 1.77940, -3.89210], [-0.24060, -0.81090, -0.49620], [-4.82270, -1.29870, -0.17470], [-5.66060, -0.10180, -0.09120], [-3.57690, -4.42580, -3.74300], [-0.95730, 3.80910, -1.71780], [2.99030, 0.80780, 2.72290], [-2.67260, 0.94700, 2.75120]],
  "forces_ev_per_angstrom": [[0.0, 0.2, 0.3], [0.0, 0.1, 0.0], [-0.4, -0.2, -0.6], [0.0, 0.1, -0.1], [-0.4, -1.4, 0.3], [0.0, 0.2, 0.1], [0.0, 0.0, 0.0], [-0.1, -0.2, -0.6], [-0.1, 0.1, 0.2], [-0.2, -0.2, -0.1], [0.0, -0.1, 0.0], [-0.1, 0.6, -0.4], [0.3, 0.2, -0.2], [3.8, 0.6, 2.8], [0.0, 0.1, 0.0], [0.0, 0.1, -0.2], [0.2, -0.3, 0.6], [0.1, 0.1, 0.2], [-0.2, -0.7, 0.3], [-0.7, 0.1, -0.4], [-0.1, 0.2, -0.1], [-0.8, -0.3, -0.6], [0.1, 0.0, 0.0], [-0.2, 0.8, 0.8], [-1.1, 1.1, 0.5], [0.0, 0.1, -0.1], [0.0, 0.0, 0.0], [-0.1, -0.1, -0.1], [0.1, -0.2, -0.1], [-0.1, 0.0, 0.1], [2.0, 0.6, 0.2], [-0.1, 0.0, -0.1], [-0.7, 0.7, 0.4], [0.0, -0.1, 0.1], [0.5, -0.1, -0.3], [0.0, 0.3, -0.2], [0.8, 0.1, 0.2], [-0.2, -0.2, 0.2], [0.2, 0.6, -0.2], [0.1, 0.0, 0.0], [0.0, 0.0, 0.1], [-0.1, 0.3, 0.1], [0.1, -0.1, 0.0], [-1.0, -0.3, -0.1], [0.0, 0.1, 0.0], [0.0, 0.1, 0.2], [-0.1, 0.1, -0.6], [1.4, 0.6, -0.9], [0.0, -0.2, 0.0], [0.0, -0.1, -0.1], [-0.1, 0.0, -0.1], [-2.1, -0.5, 1.6], [0.0, 0.0, -0.1], [0.0, -0.1, 0.2], [0.1, -0.1, 0.0], [0.0, 0.0, 0.0], [0.1, 0.1, 0.1], [-1.8, -0.9, 0.5], [-0.6, -0.8, 0.2], [-0.6, 0.6, -0.4], [0.0, 0.0, 0.1], [-0.2, 0.0, -0.2], [-0.1, 0.0, -0.4], [0.0, -0.1, 0.1], [-0.5, -1.3, 0.9], [-0.3, 0.0, 0.1], [0.0, -0.1, -0.1], [0.0, 0.0, 0.0], [0.4, -0.1, 0.0], [0.0, 0.0, 0.0], [-0.3, -0.5, 0.0], [0.0, 0.1, 0.1], [0.0, 0.8, -0.3], [2.1, -0.4, -0.6], [0.5, 0.2, -0.1], [0.0, 0.2, 0.2], [0.4, 0.0, -0.1], [-0.8, 1.4, -0.3], [0.0, 0.0, -0.1], [0.0, 0.0, -0.1], [0.1, -0.1, -0.1], [-0.2, 0.2, 0.2], [0.0, -0.2, 0.0], [0.5, 0.5, 0.3], [0.0, 0.0, -0.1], [-0.2, -1.7, 0.4], [2.7, 0.4, -1.6], [0.0, 0.1, 0.0], [0.0, 0.0, 0.1], [-0.1, -0.1, -0.1], [0.0, 0.0, 0.0], [-0.8, -0.8, 0.7], [0.0, -0.4, 0.7], [-0.1, 0.2, 0.1], [-0.1, -0.1, -0.1], [0.2, 0.0, -0.2], [0.0, 0.1, 0.0], [-0.7, -1.8, 0.9], [0.1, 0.1, 0.0], [-0.1, -0.6, 0.0], [-0.1, -0.3, 0.0], [-0.1, 1.7, 0.0], [0.0, -0.1, 0.0], [-0.5, 0.1, 0.2], [0.0, -0.1, -0.1], [1.1, 0.1, -0.2], [0.0, 0.0, 0.2], [-0.2, 0.2, -0.2], [0.7, -0.3, -0.4], [-0.7, -1.0, -0.3], [-0.4, -0.4, -0.7], [-0.4, 0.7, -0.1], [0.0, 0.0, 0.0], [0.1, -0.1, 0.0], [-0.5, 1.6, -1.5], [1.1, 0.1, -0.7]],
  "mulliken_charge": [0.4311, 0.5612, -1.7514, 0.2503, 1.2481, 0.3587, 0.4123, -0.2604, 0.3181, -1.6299, 0.4857, -1.0591, -0.7016, 1.0679, 0.3645, -1.0603, -1.3312, 0.4176, -1.1835, 0.3726, -0.9455, 0.0222, 0.2346, 1.8373, 0.3830, 0.3901, 0.3315, 0.0814, 0.2479, 0.4074, 2.4494, 0.5171, 1.8685, 0.4513, -0.7751, -0.7452, -1.3554, -1.0007, -0.7888, 0.3858, -0.2801, -0.2243, 0.1992, 0.1980, 0.4241, -0.7747, -0.3557, 0.2969, -0.2520, 0.4591, 1.3270, -2.3008, -0.1142, -0.3904, 0.2335, 0.5091, 0.0736, 4.3173, 0.2442, -0.7341, 0.4257, -1.9717, 0.3286, 0.4003, 0.6268, 0.5232, -0.5110, 0.4011, -0.1532, 0.9756, -0.6751, 0.2564, -0.7736, -0.5045, 0.4895, 0.0507, -0.3153, -1.1191, 0.4616, 0.0903, 0.4289, -0.7007, 0.3182, 0.0819, 0.3958, 0.2542, 1.1892, -0.5374, 0.4348, -1.0282, 0.4136, -0.7605, -0.6191, -0.9655, 0.3914, -1.0800, -1.1151, -1.0622, 0.4047, 0.0073, 2.2394, -0.9662, 0.3843, -0.6056, -0.9936, 0.3540, 0.2890, 0.5373, -0.8320, -0.6514, 0.8102, -0.6765, 0.3658, 0.0519, -0.4126, -0.5148]
}